Entry from OMol25: C3H2O2S in the gas phase (ωB97M-V/def2-TZVPD).

Values from the calculation:
net charge	0
HOMO-LUMO gap	8.25	eV
lowest unoccupied orbital energy	-0.91	eV

Each line ends with the natural charge from an NBO analysis.
Geometry (Å):
1 C 0.914 -1.124 0.290  -0.3636
2 C -0.758 -0.750 0.142  0.4709
3 C 2.174 -0.870 -0.027  -0.2668
4 O -1.194 0.207 -0.399  -0.4407
5 O 4.012 0.716 0.591  -0.8982
6 S 3.601 -0.171 -0.496  1.1428
7 H 0.886 -1.998 0.954  0.2052
8 H -1.111 -1.620 0.825  0.1504

Cartesian forces (eV/Å) of the 2 atoms listed first:
-0.08 -0.88 0.32
3.58 -0.27 0.81

=====

Entry from OMol25: a molecular structure, C28H41GeN7O2S2SeV (ωB97M-V/def2-TZVPD).

Values from the calculation:
multiplicity	2
net charge	+2
<S²>	0.78
HOMO-LUMO gap (alpha / beta)	4.67 / 5.18	eV
lowest unoccupied orbital energy (alpha / beta)	-7.94 / -7.43	eV

Each line ends with the Löwdin charge.
Geometry (Å):
1 V 0.081 -0.283 1.899  0.7049
2 C 3.625 -0.289 4.460  0.0437
3 C 2.605 -0.375 3.382  -0.2086
4 N 1.520 0.301 3.268  -0.0388
5 C 1.124 1.346 4.194  -0.1357
6 C 0.482 2.463 3.385  -0.1384
7 N -0.473 1.900 2.401  -0.1298
8 C -1.906 2.123 2.695  -0.1381
9 C -2.489 0.808 3.169  -0.1314
10 N -2.005 -0.253 2.270  -0.1396
11 C -2.478 -0.183 0.875  -0.1730
12 C -2.025 -1.490 0.249  -0.1627
13 N -0.641 -1.660 0.680  -0.0270
14 C 0.094 -2.631 0.248  -0.1850
15 C -0.372 -3.696 -0.674  0.0502
16 C 1.426 -2.612 0.839  -0.1769
17 C 2.468 -3.492 0.585  0.0660
18 C 3.670 -3.308 1.245  0.0285
19 C 3.784 -2.288 2.178  0.0594
20 C 2.697 -1.455 2.389  -0.1796
21 N 1.558 -1.596 1.701  -0.0031
22 H 3.490 0.557 5.125  0.0856
23 H 4.629 -0.249 4.038  0.1093
24 H 3.550 -1.204 5.055  0.1271
25 H 1.961 1.744 4.763  0.1269
26 H 0.396 0.920 4.891  0.1386
27 H 1.257 3.018 2.857  0.1356
28 H -0.014 3.155 4.065  0.1345
29 H -0.256 2.333 1.507  0.0397
30 H -2.413 2.465 1.793  0.1327
31 H -2.044 2.890 3.456  0.1354
32 H -3.581 0.835 3.192  0.1452
33 H -2.130 0.576 4.173  0.1316
34 H -2.331 -1.134 2.663  0.1349
35 H -1.975 0.643 0.357  0.0671
36 H -3.558 -0.049 0.795  0.1353
37 H -2.109 -1.452 -0.839  0.0945
38 H -2.633 -2.325 0.615  0.1519
39 H -1.133 -3.340 -1.364  0.0941
40 H -0.811 -4.501 -0.075  0.1312
41 H 0.456 -4.112 -1.242  0.0992
42 H 2.341 -4.309 -0.111  0.1350
43 H 4.513 -3.954 1.042  0.1420
44 H 4.707 -2.135 2.716  0.1376
45 N -0.318 -2.107 4.418  0.1185
46 C -0.126 -1.450 3.486  -0.2940
47 C -5.909 0.648 -4.231  -0.2114
48 Ge -4.477 -0.129 -3.145  0.7948
49 C -3.358 -1.461 -4.072  -0.2254
50 C -5.204 -0.931 -1.488  -0.2140
51 C -3.321 1.448 -2.619  -0.6008
52 Se -1.420 1.118 -2.371  0.8117
53 C -0.862 1.182 -4.226  -0.3816
54 H -6.548 -0.144 -4.622  0.0263
55 H -5.505 1.211 -5.071  0.0259
56 H -6.522 1.315 -3.625  0.0275
57 H -3.801 -2.451 -3.952  0.0223
58 H -2.347 -1.481 -3.663  -0.0142
59 H -3.299 -1.251 -5.139  0.0252
60 H -6.123 -1.456 -1.751  0.0286
61 H -5.460 -0.171 -0.748  0.0148
62 H -4.528 -1.661 -1.043  -0.0051
63 H -3.694 1.860 -1.680  -0.0009
64 H -3.415 2.221 -3.380  0.0165
65 H -1.546 0.586 -4.825  0.0148
66 H 0.141 0.766 -4.288  0.0242
67 H -0.857 2.210 -4.579  0.0307
68 O 4.626 -1.494 -2.209  -0.2568
69 S 4.639 -0.498 -1.187  0.6705
70 O 5.617 -0.572 -0.141  -0.2719
71 N 3.132 -0.492 -0.436  -0.0434
72 C 2.554 0.640 -0.598  -0.6537
73 S 1.043 1.012 0.153  0.8059
74 C 3.254 1.643 -1.422  -0.2295
75 C 2.852 2.921 -1.773  -0.0155
76 C 3.715 3.691 -2.545  -0.0359
77 C 4.947 3.194 -2.951  -0.0277
78 C 5.351 1.908 -2.601  -0.0061
79 C 4.487 1.155 -1.841  -0.2025
80 H 1.891 3.304 -1.454  0.1063
81 H 3.426 4.694 -2.829  0.1188
82 H 5.602 3.811 -3.551  0.1224
83 H 6.309 1.512 -2.911  0.1342

Cartesian forces (eV/Å) of the 2 atoms listed first:
-0.04 2.38 0.26
0.03 0.12 -0.06

=====

Entry from OMol25: C4H2N2O in the gas phase (ωB97M-V/def2-TZVPD).

Values from the calculation:
net charge	0
HOMO-LUMO gap	9.34	eV
lowest unoccupied orbital energy	-1.82	eV

Each line ends with the natural charge from an NBO analysis.
Geometry (Å):
1 N -1.316 0.562 0.191  -0.8014
2 C -0.729 -0.622 -0.094  0.6816
3 O -1.318 -1.665 -0.272  -0.5646
4 C 0.788 -0.578 -0.196  -0.6058
5 C 1.569 -1.575 -0.573  0.4629
6 C 1.676 0.520 0.078  0.2431
7 N 2.448 1.360 0.283  -0.2462
8 H -0.796 1.415 0.320  0.4107
9 H -2.323 0.582 0.263  0.4196

Cartesian forces (eV/Å) of the 2 atoms listed first:
0.03 0.00 0.01
-0.18 -0.22 -0.04

=====

Entry from OMol25: C2H3F3 in the gas phase (ωB97M-V/def2-TZVPD).

Values from the calculation:
net charge	0
HOMO-LUMO gap	13.28	eV
SMILES string	FCC(F)F
lowest unoccupied orbital energy	1.06	eV

Each line ends with the natural charge from an NBO analysis.
Geometry (Å):
1 C 0.458 0.902 0.306  -0.0070
2 C -0.037 -0.561 0.165  0.5379
3 H -0.324 1.641 0.534  0.1905
4 H 1.221 0.897 1.098  0.1749
5 H 0.787 -1.256 0.032  0.1370
6 F 1.165 1.203 -0.861  -0.3557
7 F -0.759 -0.888 1.272  -0.3395
8 F -0.874 -0.685 -0.909  -0.3382

Cartesian forces (eV/Å) of the 2 atoms listed first:
0.89 -0.97 0.03
-0.56 1.17 -0.25

=====

Entry from OMol25: 10 unconnected molecules or ions with the total composition C5H29NO11 (ωB97M-V/def2-TZVPD).

Values from the calculation:
net charge	0
HOMO-LUMO gap	10.13	eV
SMILES string	CC[C@@H](C)NC(=O)O.O.O.O.O.O.O.O.O.O
lowest unoccupied orbital energy	0.20	eV

Each line ends with the natural charge from an NBO analysis.
Geometry (Å):
1 C -3.094 0.806 0.735  -0.6519
2 C -1.653 1.377 0.471  -0.0273
3 C -1.571 2.980 0.734  -0.4064
4 C -0.891 3.312 2.045  -0.6182
5 N -0.884 1.097 -0.877  -0.6653
6 C -0.764 -0.235 -1.323  0.8895
7 O -0.168 -0.114 -2.564  -0.8030
8 O -0.893 -1.302 -0.802  -0.6842
9 H -3.616 1.547 1.408  0.2230
10 H -2.727 -0.153 1.163  0.2182
11 H -3.830 0.580 -0.045  0.2182
12 H -1.065 0.838 1.376  0.2007
13 H -2.588 3.423 0.764  0.1963
14 H -1.013 3.438 -0.098  0.2189
15 H 0.058 2.892 2.070  0.2096
16 H -1.392 3.175 2.924  0.2087
17 H -0.801 4.335 2.250  0.2123
18 H -0.976 1.753 -1.706  0.4355
19 H -0.625 -0.939 -3.190  0.5103
20 H 1.583 -1.318 -1.277  0.4777
21 H 2.438 -1.317 -0.024  0.4615
22 O 1.917 -1.856 -0.539  -0.9457
23 H -2.176 -1.671 -3.179  0.4755
24 H -1.249 -2.693 -2.561  0.5228
25 O -1.455 -2.225 -3.468  -0.9317
26 H 3.316 2.128 0.135  0.4641
27 H 3.386 3.439 0.271  0.4547
28 O 3.882 2.718 -0.204  -0.9229
29 H 2.396 -1.926 2.828  0.4596
30 H 3.239 -1.852 1.544  0.4646
31 O 2.744 -2.307 2.102  -0.9203
32 H -1.478 -1.990 1.224  0.4882
33 H -1.428 -3.457 1.699  0.4826
34 O -1.394 -2.530 2.017  -0.9730
35 H -0.500 -3.491 -0.669  0.5029
36 H -1.105 -4.491 -1.652  0.4740
37 O -1.365 -3.798 -1.004  -0.9451
38 H 0.189 3.056 -3.216  0.4653
39 H 1.188 2.051 -2.631  0.4912
40 O 0.686 2.896 -2.411  -0.9432
41 H 0.851 -0.762 3.022  0.4601
42 H -0.584 -0.246 3.278  0.4895
43 O 0.347 0.055 3.313  -0.9437
44 H 3.575 0.417 1.724  0.4884
45 H 1.995 0.114 1.533  0.5027
46 O 2.821 0.463 1.211  -0.9846

Cartesian forces (eV/Å) of the 2 atoms listed first:
1.02 -0.13 0.16
1.51 1.10 0.38

=====

Entry from OMol25: a molecular structure, C20H40AsCrN7O5PSe (ωB97M-V/def2-TZVPD).

Values from the calculation:
multiplicity	5
net charge	+1
<S²>	6.04
HOMO-LUMO gap (alpha / beta)	7.90 / 7.49	eV
lowest unoccupied orbital energy (alpha / beta)	-2.53 / -3.48	eV

Each line ends with the Löwdin charge.
Geometry (Å):
1 Cr 0.509 0.319 -0.315  0.8691
2 C -0.883 3.903 1.593  0.0220
3 C -0.666 2.687 0.758  -0.2324
4 N 0.506 2.214 0.497  -0.0695
5 O 1.559 2.855 1.125  0.0145
6 C -1.789 1.945 0.173  -0.2639
7 C -3.197 2.440 0.128  -0.0059
8 N -1.427 0.819 -0.379  -0.2288
9 O -2.205 0.051 -1.035  -0.1427
10 H -0.122 3.986 2.365  0.0906
11 H -1.869 3.887 2.049  0.0808
12 H -0.815 4.792 0.964  0.1115
13 H 2.350 2.518 0.683  0.1169
14 H -3.473 2.963 1.041  0.0746
15 H -3.861 1.588 -0.008  0.0836
16 H -3.361 3.126 -0.706  0.0926
17 Se 1.266 -4.718 -3.239  0.7515
18 C 1.556 -3.291 -2.317  -0.7680
19 N 1.799 -2.270 -1.746  0.0414
20 C -1.214 -1.280 -3.414  -0.1774
21 As -0.372 0.440 -3.470  1.0728
22 C 0.806 0.466 -4.973  -0.1816
23 C -1.691 1.797 -3.716  -0.1738
24 O 0.621 0.822 -2.156  -0.5395
25 H -1.109 -1.735 -4.400  0.0520
26 H -2.255 -1.145 -3.138  0.0417
27 H -0.733 -1.911 -2.670  0.0150
28 H 0.228 0.508 -5.895  0.0497
29 H 1.411 -0.439 -4.962  0.0477
30 H 1.453 1.338 -4.895  0.0519
31 H -2.187 1.641 -4.675  0.0545
32 H -1.197 2.769 -3.712  0.0563
33 H -2.410 1.722 -2.905  0.0264
34 O 0.211 -0.291 1.512  -0.3382
35 P 0.434 -1.486 2.414  0.6003
36 N -0.704 -1.360 3.588  -0.1719
37 C -1.152 -2.492 4.406  -0.1979
38 C -2.653 -2.266 4.528  -0.1632
39 C -2.745 -0.746 4.625  -0.1584
40 C -1.660 -0.242 3.670  -0.1704
41 N 0.260 -2.918 1.663  -0.1860
42 C 1.266 -3.977 1.493  -0.1697
43 C 0.444 -5.174 1.019  -0.1507
44 C -0.709 -4.538 0.252  -0.1580
45 C -1.031 -3.283 1.060  -0.1636
46 N 1.969 -1.497 3.003  -0.1864
47 C 2.823 -0.302 2.950  -0.1775
48 C 4.135 -0.769 3.599  -0.1420
49 C 3.777 -2.051 4.376  -0.1500
50 C 2.256 -2.136 4.289  -0.2034
51 H -0.678 -2.469 5.392  0.1162
52 H -0.888 -3.437 3.930  0.1069
53 H -3.083 -2.776 5.387  0.1164
54 H -3.161 -2.622 3.630  0.1087
55 H -2.531 -0.423 5.645  0.1149
56 H -3.727 -0.360 4.356  0.1135
57 H -1.174 0.659 4.051  0.1164
58 H -2.057 -0.018 2.677  0.1064
59 H 1.791 -4.175 2.426  0.1005
60 H 2.009 -3.684 0.747  0.1058
61 H 0.072 -5.742 1.874  0.1165
62 H 1.037 -5.849 0.403  0.1129
63 H -1.574 -5.193 0.158  0.1197
64 H -0.388 -4.269 -0.756  0.0574
65 H -1.776 -3.489 1.836  0.1054
66 H -1.410 -2.470 0.435  0.1114
67 H 2.373 0.516 3.525  0.1226
68 H 2.950 0.021 1.921  0.0908
69 H 4.540 0.005 4.248  0.1095
70 H 4.883 -0.980 2.838  0.1092
71 H 4.120 -2.033 5.408  0.1115
72 H 4.222 -2.920 3.893  0.1098
73 H 1.779 -1.573 5.101  0.1207
74 H 1.877 -3.159 4.321  0.1075
75 O 2.340 -0.568 -0.461  -0.1634
76 N 1.447 -1.453 -0.751  -0.1938

Cartesian forces (eV/Å) of the 2 atoms listed first:
-0.03 0.03 0.23
0.06 0.01 0.02

=====

Entry from OMol25: C4H11N3O in the gas phase (ωB97M-V/def2-TZVPD).

Values from the calculation:
net charge	0
HOMO-LUMO gap	10.53	eV
SMILES string	CC(C)C(=O)NNN
lowest unoccupied orbital energy	0.97	eV

Each line ends with the natural charge from an NBO analysis.
Geometry (Å):
1 C -1.072 -0.131 -0.444  -0.3213
2 C -2.134 -0.892 0.360  -0.5913
3 C -1.171 1.377 -0.219  -0.6136
4 N 1.025 -0.136 0.917  -0.4813
5 N 2.355 -0.304 0.917  -0.2467
6 C 0.289 -0.738 -0.136  0.7045
7 N 2.641 0.458 -0.621  -0.8230
8 O 0.632 -1.829 -0.537  -0.6000
9 H 0.723 0.747 1.306  0.3837
10 H 2.492 -1.291 0.648  0.3651
11 H -1.233 -0.343 -1.506  0.2290
12 H 2.858 -0.028 -1.494  0.3596
13 H 3.413 1.077 -0.385  0.3509
14 H -3.132 -0.557 0.082  0.2113
15 H -2.112 1.740 -0.623  0.2191
16 H -2.003 -0.721 1.429  0.2048
17 H -2.053 -1.961 0.179  0.2271
18 H -1.162 1.632 0.841  0.1953
19 H -0.357 1.900 -0.715  0.2270

Cartesian forces (eV/Å) of the 2 atoms listed first:
0.11 0.04 -0.15
0.16 -0.02 -0.05

=====

Per-record F_max, eV/A: 3.7, 2.4, 1.2, 1.3, 6.7, 0.5, 4.1